Entry 1:
{"formula": "C4H6LiOTm", "method": "ωB97M-V/def2-TZVPD", "spin_multiplicity": 4, "s_squared": 3.7654, "homo_energy_ev": [-21.56, -20.65], "total_charge": 3, "gap_ha": [0.3305, 0.2504], "lumo_energy_ev": [-12.57, -13.84], "symbols": ["Tm", "O", "C", "C", "C", "C", "Li", "H", "H", "H", "H", "H", "H"], "coordinates": [[1.684, 4.009, 1.981], [1.082, 2.342, 3.221], [-0.094, 1.554, -1.436], [-0.288, 0.636, 2.266], [0.501, 0.586, -0.702], [0.296, 1.279, 3.274], [0.973, 0.148, -3.120], [1.538, 0.688, -0.367], [-0.973, -0.209, 2.232], [0.108, 0.891, 4.292], [0.001, -0.370, -0.524], [0.401, 2.508, -1.646], [-1.128, 1.450, -1.778]], "forces_ev_per_a": [[0.35, 0.76, 0.30], [-2.05, -2.60, -0.69], [0.04, -0.36, 0.58], [-1.32, -1.30, -2.06], [-0.04, 0.34, -0.94], [2.83, 3.25, 3.31], [0.02, -0.23, -0.40], [-0.29, -0.10, 0.03], [0.09, 0.08, -0.12], [0.08, 0.10, -0.16], [0.11, 0.28, 0.14], [-0.12, -0.27, -0.05], [0.29, 0.06, 0.05]], "lowdin_charge": [1.754, -0.227, -0.075, 0.337, -0.113, -0.188, 0.900, 0.072, 0.118, 0.176, 0.083, 0.070, 0.093]}

Entry 2:
{"formula": "C18H28N3O2ReS7", "method": "ωB97M-V/def2-TZVPD", "spin_multiplicity": 2, "s_squared": 0.8549, "homo_energy_ev": [-16.69, -16.91], "total_charge": 3, "gap_ha": [0.2356, 0.2384], "lumo_energy_ev": [-10.28, -10.42], "symbols": ["Re", "S", "S", "S", "S", "S", "S", "S", "O", "O", "N", "N", "N", "C", "C", "C", "C", "C", "C", "C", "C", "C", "C", "C", "C", "C", "C", "C", "C", "C", "C", "H", "H", "H", "H", "H", "H", "H", "H", "H", "H", "H", "H", "H", "H", "H", "H", "H", "H", "H", "H", "H", "H", "H", "H", "H", "H", "H", "H"], "coordinates": [[-0.109, -0.121, -0.239], [-4.862, 1.626, -1.098], [-1.556, 1.626, 0.194], [0.793, -0.896, 1.915], [0.940, -2.176, -1.032], [0.110, 0.442, -2.587], [1.747, 1.487, 0.034], [-2.030, -1.497, -0.471], [-4.343, 2.595, -1.994], [-5.677, 2.013, 0.002], [-3.425, 0.827, -0.429], [-3.146, 2.715, 2.069], [-1.227, 1.625, 2.859], [-4.005, 2.823, 3.252], [-6.518, -0.030, -2.612], [-2.052, 2.012, 1.913], [-5.862, -2.359, -2.853], [2.446, -0.100, 2.086], [-6.730, -1.308, -3.131], [2.375, 1.810, -1.649], [2.005, -2.818, 0.295], [3.036, 0.475, 0.808], [2.044, -1.638, -2.366], [-1.035, 2.229, 4.182], [1.179, -0.850, -3.340], [-4.510, -0.908, -1.538], [-5.404, 0.135, -1.823], [-4.746, -2.178, -2.049], [1.195, 1.904, -2.594], [1.246, -2.631, 1.593], [-3.361, -0.462, -0.769], [0.535, 2.733, -2.328], [-7.586, -1.479, -3.768], [1.785, -0.358, -4.102], [-1.544, 3.186, 4.227], [0.291, -3.161, 1.574], [0.032, 2.397, 4.319], [2.904, 2.764, -1.629], [-1.404, 1.569, 4.963], [-6.063, -3.336, -3.268], [3.109, -0.846, 2.526], [-3.554, 3.131, 1.236], [-3.645, 2.172, 4.040], [-7.200, 0.781, -2.819], [2.158, -3.882, 0.113], [0.481, -1.513, -3.855], [2.972, -2.323, 0.286], [-4.041, 3.857, 3.589], [-4.088, -3.003, -1.821], [-5.002, 2.505, 2.943], [3.893, 1.104, 1.053], [1.813, -2.997, 2.450], [3.351, -0.292, 0.104], [2.447, -2.519, -2.867], [2.870, -1.061, -1.957], [-0.512, 0.964, 2.559], [2.309, 0.685, 2.832], [3.084, 1.032, -1.925], [1.528, 2.068, -3.620]], "forces_ev_per_a": [[-0.74, 0.66, 0.32], [0.52, 0.31, 0.51], [-0.58, -0.57, -0.76], [0.18, -0.18, -0.16], [0.19, 0.21, 0.03], [0.07, 0.13, 0.06], [0.13, -0.29, -0.15], [0.04, -0.40, 0.07], [-0.05, 0.00, -0.26], [0.13, -0.02, 0.10], [1.12, -1.36, 0.46], [0.17, -0.02, -0.52], [0.24, -0.07, -0.42], [-0.15, 0.05, 0.18], [0.06, -0.08, 0.12], [-0.46, -0.22, -0.13], [-0.16, 0.02, -0.03], [-0.03, 0.02, 0.04], [0.04, -0.04, 0.01], [0.05, 0.15, 0.07], [-0.09, -0.13, -0.09], [0.02, 0.10, 0.05], [-0.06, -0.08, -0.10], [-0.07, 0.04, 0.11], [-0.06, -0.05, 0.06], [-0.46, 0.00, -0.20], [0.12, -0.36, -0.23], [-0.01, 0.19, 0.10], [-0.05, 0.00, -0.04], [-0.03, -0.01, 0.09], [0.20, 2.01, 0.38], [0.02, 0.00, -0.02], [-0.05, -0.02, -0.02], [-0.02, 0.01, -0.01], [0.00, 0.02, 0.02], [0.03, -0.01, 0.03], [-0.03, 0.00, 0.04], [0.02, -0.03, 0.02], [-0.02, 0.02, 0.03], [-0.02, -0.03, -0.02], [-0.03, 0.01, 0.02], [0.08, -0.23, 0.02], [-0.03, -0.01, 0.03], [-0.02, 0.06, -0.05], [0.01, 0.02, -0.02], [0.02, 0.01, 0.01], [0.04, 0.03, 0.03], [0.00, -0.05, 0.07], [0.06, -0.02, -0.02], [0.07, 0.05, 0.09], [-0.01, 0.00, 0.00], [0.01, 0.04, -0.02], [0.02, -0.01, 0.01], [-0.01, -0.01, 0.01], [0.00, 0.02, 0.01], [-0.40, 0.16, 0.11], [0.02, 0.00, -0.01], [-0.02, -0.02, -0.03], [-0.02, -0.02, 0.01]], "lowdin_charge": [0.163, 0.715, 0.868, 0.834, 0.837, 0.852, 0.847, 0.689, -0.223, -0.232, -0.240, 0.028, 0.005, 0.011, 0.017, -0.525, -0.004, -0.424, 0.009, -0.422, -0.420, -0.444, -0.429, 0.004, -0.424, -0.226, -0.217, 0.008, -0.450, -0.447, -0.673, 0.095, 0.134, 0.112, 0.101, 0.097, 0.104, 0.111, 0.111, 0.131, 0.112, 0.140, 0.093, 0.143, 0.114, 0.099, 0.085, 0.115, 0.115, 0.111, 0.116, 0.113, 0.063, 0.115, 0.069, 0.026, 0.090, 0.085, 0.113]}

Entry 3:
{"formula": "C22H52GaI2O2S", "method": "ωB97M-V/def2-TZVPD", "spin_multiplicity": 1, "homo_energy_ev": -5.50, "total_charge": -1, "gap_ha": 0.2894, "lumo_energy_ev": 2.38, "symbols": ["I", "I", "Ga", "S", "O", "O", "C", "C", "C", "C", "C", "C", "C", "C", "C", "C", "C", "C", "C", "C", "C", "C", "C", "C", "C", "C", "C", "C", "H", "H", "H", "H", "H", "H", "H", "H", "H", "H", "H", "H", "H", "H", "H", "H", "H", "H", "H", "H", "H", "H", "H", "H", "H", "H", "H", "H", "H", "H", "H", "H", "H", "H", "H", "H", "H", "H", "H", "H", "H", "H", "H", "H", "H", "H", "H", "H", "H", "H", "H", "H"], "coordinates": [[-3.336, -1.247, -2.240], [-5.901, -3.570, -0.552], [-3.767, -1.124, 1.184], [-2.999, 0.973, 1.971], [-3.203, 1.052, 3.416], [-1.652, 1.311, 1.519], [1.410, 3.419, -3.291], [-7.070, -0.795, 0.070], [4.166, 2.355, 4.930], [1.853, 1.971, -3.489], [-6.010, -1.403, -0.851], [0.970, -4.026, -1.300], [2.936, 2.998, 5.562], [2.768, -5.369, -3.451], [0.842, 2.744, 3.273], [0.265, 3.836, -4.209], [-0.296, 3.622, 3.780], [0.769, 0.928, -3.205], [-4.062, 2.258, 1.308], [0.165, 0.995, -1.803], [1.180, 0.760, -0.690], [1.719, 2.075, 5.602], [0.182, -3.029, -2.142], [-4.680, -0.721, -0.637], [1.214, 1.617, 4.232], [3.343, -6.555, -2.682], [2.484, -3.842, -1.397], [3.064, -4.019, -2.802], [-0.628, 0.246, -1.734], [1.118, 3.578, -2.250], [1.201, -0.067, -3.360], [3.986, 2.085, 3.889], [2.268, 4.074, -3.469], [0.675, -3.915, -0.254], [-4.852, 0.351, -0.758], [0.002, 4.884, -4.058], [1.966, 1.190, 6.198], [1.689, -5.498, -3.565], [-4.791, -1.633, 2.277], [-0.033, 1.023, -3.944], [-6.321, -1.351, -1.892], [0.685, 0.770, 0.278], [5.021, 3.034, 4.951], [1.719, 3.364, 3.053], [4.149, -3.879, -2.753], [-7.706, -0.115, -0.501], [4.448, 1.446, 5.467], [0.695, -5.047, -1.585], [-5.087, 1.986, 1.556], [0.532, 2.297, 2.328], [-3.909, 2.332, 0.234], [4.427, -6.460, -2.576], [3.182, -5.367, -4.464], [-7.721, -1.547, 0.509], [-0.555, 4.373, 3.031], [2.720, 1.777, -2.852], [0.334, 0.984, 4.376], [0.402, -3.138, -3.208], [3.139, -7.495, -3.197], [2.201, 1.845, -4.521], [-0.632, 3.243, -4.025], [2.975, -4.535, -0.708], [-3.779, 3.175, 1.823], [2.687, 3.916, 5.023], [1.666, -0.213, -0.810], [0.418, -2.004, -1.849], [2.739, -2.838, -1.044], [0.541, 3.708, -5.258], [-0.328, 1.960, -1.653], [1.967, 0.980, 3.758], [-0.036, 4.154, 4.699], [-6.605, -0.241, 0.883], [-1.186, 3.019, 3.966], [0.910, 2.580, 6.136], [2.688, -3.224, -3.452], [2.915, -6.629, -1.682], [1.962, 1.524, -0.682], [3.178, 3.303, 6.585], [-2.501, -2.047, 0.990], [-0.889, -3.169, -2.008]], "forces_ev_per_a": [[-0.07, 0.22, -0.10], [0.05, 0.13, -0.02], [-0.04, -0.58, -0.20], [-0.07, -0.10, 0.14], [-0.13, 0.06, 0.42], [0.46, 0.18, -0.40], [0.00, 0.03, -0.05], [-0.19, -0.06, -0.12], [-0.02, 0.06, 0.00], [0.01, -0.02, -0.01], [-0.09, 0.08, 0.06], [0.01, 0.07, 0.00], [0.04, -0.03, 0.03], [0.05, -0.03, 0.00], [0.00, 0.05, -0.02], [0.02, 0.02, 0.05], [-0.01, 0.03, -0.04], [-0.03, 0.01, -0.03], [0.00, -0.13, 0.03], [0.03, -0.06, -0.03], [-0.01, 0.01, -0.06], [-0.02, -0.01, 0.00], [0.01, -0.12, 0.00], [0.22, -0.30, 0.29], [0.01, -0.03, 0.01], [-0.04, 0.01, -0.04], [0.01, -0.02, 0.02], [0.01, 0.03, 0.00], [0.03, 0.06, 0.06], [0.00, -0.01, 0.01], [0.00, -0.02, 0.01], [-0.01, -0.01, 0.00], [0.00, 0.01, 0.01], [-0.02, -0.01, 0.00], [0.01, 0.00, -0.12], [0.00, 0.00, -0.01], [0.01, 0.00, 0.01], [-0.01, 0.02, 0.00], [-0.12, 0.20, -0.03], [0.01, 0.00, 0.00], [-0.08, -0.10, 0.02], [-0.06, 0.01, 0.10], [0.01, -0.01, 0.00], [0.02, -0.02, 0.02], [0.00, -0.01, -0.01], [0.08, 0.10, -0.01], [-0.01, -0.02, -0.01], [0.02, -0.01, 0.01], [-0.08, 0.08, -0.06], [-0.04, -0.01, -0.02], [-0.03, 0.07, -0.03], [0.00, 0.01, 0.02], [-0.01, -0.01, -0.01], [-0.01, -0.01, 0.03], [-0.04, 0.00, 0.01], [0.00, -0.01, 0.01], [-0.02, 0.01, -0.02], [0.00, 0.02, 0.00], [0.01, 0.00, 0.00], [0.00, 0.01, 0.00], [0.00, -0.01, 0.00], [0.01, 0.00, -0.01], [0.03, 0.06, -0.04], [-0.02, 0.00, 0.00], [0.03, 0.02, -0.01], [-0.01, 0.02, -0.02], [-0.01, 0.01, 0.01], [-0.01, -0.02, -0.01], [-0.01, -0.03, 0.03], [0.01, 0.00, 0.01], [0.03, -0.03, 0.01], [0.03, -0.03, 0.07], [0.00, -0.01, 0.00], [-0.01, 0.00, -0.01], [-0.01, 0.01, 0.01], [0.00, 0.00, 0.01], [-0.02, -0.02, 0.01], [0.00, 0.02, 0.00], [0.07, 0.15, 0.00], [0.01, 0.02, 0.01]], "lowdin_charge": [0.764, 0.709, 0.227, 0.425, -0.464, -0.453, -0.273, -0.181, -0.118, -0.232, -0.916, -0.258, -0.277, -0.273, -0.268, -0.115, -0.107, -0.227, -0.213, -0.270, -0.094, -0.231, -0.113, -0.924, -0.219, -0.117, -0.227, -0.232, 0.041, 0.099, 0.099, 0.064, 0.100, 0.108, 0.006, 0.065, 0.106, 0.098, -0.066, 0.101, 0.034, 0.053, 0.063, 0.096, 0.106, 0.075, 0.071, 0.097, 0.047, 0.076, 0.047, 0.071, 0.101, 0.042, 0.069, 0.099, 0.116, 0.070, 0.065, 0.105, 0.066, 0.099, 0.055, 0.095, 0.060, 0.054, 0.104, 0.071, 0.103, 0.101, 0.060, 0.049, 0.064, 0.100, 0.098, 0.064, 0.067, 0.098, -0.072, 0.020]}

Entry 4:
{"formula": "C18H29ClNO2", "method": "ωB97M-V/def2-TZVPD", "spin_multiplicity": 1, "smiles": "CC[N@H+](C[C@@H](O)COCc1ccc(Cl)cc1)C1CCCCC1", "homo_energy_ev": -11.91, "total_charge": 1, "gap_ha": 0.3607, "lumo_energy_ev": -2.10, "symbols": ["Cl", "O", "O", "N", "C", "C", "C", "C", "C", "C", "C", "C", "C", "C", "C", "C", "C", "C", "C", "C", "C", "C", "H", "H", "H", "H", "H", "H", "H", "H", "H", "H", "H", "H", "H", "H", "H", "H", "H", "H", "H", "H", "H", "H", "H", "H", "H", "H", "H", "H", "H"], "coordinates": [[-3.858, 1.629, 3.609], [-0.658, 0.870, -1.960], [1.973, -0.810, -3.646], [0.947, -0.795, -0.695], [1.848, 0.368, 3.404], [-2.056, 1.147, -2.094], [-0.012, 0.507, -3.161], [1.080, -0.697, 0.799], [-3.390, 1.503, 1.955], [2.517, -0.827, 1.297], [-2.594, 1.288, -0.697], [0.435, 0.544, 2.856], [-2.544, 2.514, -0.044], [-0.400, -2.845, -1.059], [0.971, -2.203, -1.174], [-3.460, 0.275, 1.312], [1.507, 0.301, -2.915], [-2.942, 2.627, 1.275], [0.457, 0.591, 1.328], [1.881, 0.083, -1.435], [-3.059, 0.173, -0.008], [2.499, -0.886, 2.827], [-2.545, 0.319, -2.624], [2.450, 1.241, 3.148], [3.107, 0.035, 0.989], [3.520, -0.977, 3.196], [-0.004, 1.465, 3.239], [-0.349, -3.868, -1.422], [-0.195, -0.284, 3.186], [1.947, -1.769, 3.154], [2.882, -0.350, -1.413], [1.038, 1.459, 1.014], [-0.168, 1.280, -3.923], [-0.756, -2.874, -0.032], [1.707, -2.758, -0.590], [-0.560, 0.707, 0.949], [2.036, -0.602, -4.584], [-3.122, -0.783, -0.507], [-0.434, -0.435, -3.547], [-2.905, 3.580, 1.777], [0.016, -0.386, -0.929], [2.048, 1.204, -3.227], [-3.827, -0.590, 1.841], [1.814, 0.295, 4.491], [2.992, -1.728, 0.905], [-2.192, 2.067, -2.672], [1.884, 1.055, -0.942], [0.501, -1.536, 1.200], [-1.129, -2.312, -1.665], [1.295, -2.204, -2.215], [-2.192, 3.387, -0.572]], "forces_ev_per_a": [[-0.03, 0.01, 0.09], [0.13, 0.14, 0.05], [0.15, -0.19, -0.25], [-0.44, 0.12, -0.03], [-0.19, -0.24, 0.10], [-0.24, 0.05, 0.18], [0.12, -0.09, -0.31], [0.18, 0.30, 0.55], [0.10, -0.03, -0.25], [-0.14, -0.31, 0.04], [0.00, -0.02, -0.19], [0.25, 0.18, -0.10], [-0.04, -0.19, -0.09], [0.15, 0.09, 0.10], [-0.10, -0.67, -0.30], [0.01, 0.02, 0.15], [-0.31, 0.23, 0.29], [-0.01, -0.02, 0.15], [-0.23, -0.20, 0.11], [0.31, 0.40, -0.58], [0.02, 0.17, -0.10], [0.09, 0.28, -0.06], [0.06, 0.07, 0.03], [0.06, 0.08, 0.03], [0.04, 0.05, -0.10], [0.00, -0.10, 0.00], [-0.10, -0.01, 0.01], [0.00, -0.07, -0.03], [-0.10, -0.04, 0.05], [0.01, -0.09, 0.03], [-0.09, 0.05, 0.10], [0.04, 0.07, -0.10], [0.00, -0.07, 0.04], [-0.07, -0.02, 0.09], [0.04, 0.15, 0.00], [-0.02, 0.04, -0.07], [0.01, 0.04, 0.01], [-0.02, -0.12, -0.08], [0.10, 0.09, 0.05], [-0.01, 0.09, 0.09], [0.27, -0.16, 0.14], [-0.07, -0.12, 0.13], [-0.05, -0.08, 0.09], [0.06, 0.07, 0.05], [0.07, 0.00, -0.08], [0.04, -0.08, 0.01], [0.02, -0.11, 0.06], [0.00, 0.00, -0.15], [-0.11, 0.06, -0.10], [0.00, 0.03, 0.20], [0.05, 0.13, -0.06]], "lowdin_charge": [0.707, -0.179, -0.025, -0.062, -0.190, -0.131, -0.129, -0.256, -0.673, -0.141, -0.219, -0.177, -0.024, -0.037, -0.146, -0.095, -0.298, -0.087, -0.127, -0.048, -0.043, -0.178, 0.136, 0.120, 0.124, 0.119, 0.118, 0.093, 0.122, 0.122, 0.152, 0.128, 0.141, 0.079, 0.134, 0.094, 0.119, 0.115, 0.139, 0.112, 0.137, 0.159, 0.111, 0.118, 0.119, 0.138, 0.140, 0.154, 0.075, 0.117, 0.124]}

Entry 5:
{"formula": "C6H11NO2S", "method": "ωB97M-V/def2-TZVPD", "spin_multiplicity": 1, "homo_energy_ev": -9.11, "gap_ha": 0.3505, "lumo_energy_ev": 0.43, "symbols": ["S", "O", "O", "N", "C", "C", "C", "C", "C", "C", "H", "H", "H", "H", "H", "H", "H", "H", "H", "H", "H"], "coordinates": [[-2.807, -1.215, 0.379], [-2.243, -0.503, 1.752], [-1.657, -1.417, -0.400], [0.633, 0.654, 1.138], [2.390, -0.765, 0.068], [3.718, -0.881, 0.704], [-2.515, 1.436, -0.363], [2.225, -1.605, -0.983], [-3.571, 0.418, -0.071], [1.421, 0.009, 0.627], [-2.992, 2.261, -1.109], [1.414, -1.487, -1.704], [2.926, -2.274, -1.414], [-2.128, 1.994, 0.536], [-1.742, -1.061, 2.334], [-4.217, 0.312, -0.852], [-1.680, 0.966, -0.807], [3.862, -1.297, 1.753], [4.190, 0.042, 0.998], [-4.230, 0.485, 0.834], [4.509, -1.465, 0.136]], "forces_ev_per_a": [[-2.76, 1.32, 2.33], [-0.89, 0.85, 0.07], [3.20, -0.95, -2.88], [-0.87, 0.84, 0.66], [2.85, -4.17, -2.21], [3.05, -0.91, 2.34], [-1.50, 3.57, 0.05], [-1.72, 2.02, -0.76], [0.78, -1.01, 3.24], [-1.27, 1.14, 0.32], [1.33, -1.91, 1.64], [-0.53, -0.09, 0.78], [1.15, -0.35, 0.47], [-0.53, -0.71, -0.87], [0.36, -0.80, 0.14], [-1.60, -0.77, -2.37], [0.94, -0.41, -0.79], [-1.30, -0.29, -0.99], [0.00, 1.06, -0.77], [0.66, 0.77, -0.62], [-1.34, 0.79, 0.21]], "lowdin_charge": [0.851, -0.322, -0.475, 0.210, -0.361, -0.095, -0.157, 0.104, -0.375, -0.209, 0.125, 0.078, 0.060, 0.084, 0.050, 0.039, 0.025, 0.102, 0.069, 0.096, 0.101]}